Entry 1:
{
  "formula": "C21H46NOP3STm",
  "method": "wB97M-V/def2-TZVPD",
  "symbols": ["Tm", "P", "P", "P", "H", "C", "C", "H", "C", "C", "C", "C", "C", "C", "C", "C", "C", "H", "H", "H", "H", "H", "H", "H", "H", "H", "H", "H", "H", "H", "H", "H", "H", "H", "H", "H", "H", "H", "H", "H", "H", "H", "H", "H", "H", "H", "C", "C", "C", "C", "C", "C", "S", "H", "H", "H", "H", "H", "H", "C", "N", "C", "C", "C", "O", "H", "H", "H", "H", "H", "H", "H", "H", "H"],
  "coordinates": [[1.023, 1.052, 1.295], [-3.446, -0.762, -0.770], [1.581, -1.215, -0.249], [-0.605, 0.975, -4.511], [-0.961, 3.546, -0.476], [-0.237, 2.707, -0.443], [-0.813, 1.529, 0.241], [-0.657, 0.557, -0.320], [-3.096, -0.886, 1.010], [-2.927, -2.373, -1.426], [-5.234, -0.668, -1.008], [3.359, -1.041, -0.663], [1.585, -2.785, 0.693], [0.893, -1.811, -1.840], [-1.254, 2.338, -5.467], [-0.741, -0.572, -5.423], [1.159, 1.321, -4.187], [-0.005, 2.549, -1.527], [-1.737, 1.644, 0.808], [-2.137, -0.461, 1.327], [-3.078, -1.933, 1.340], [-3.865, -0.351, 1.589], [-2.034, -2.753, -0.925], [-2.736, -2.321, -2.502], [-3.771, -3.035, -1.217], [-5.540, 0.378, -0.836], [-5.774, -1.338, -0.342], [-5.506, -0.902, -2.044], [3.747, -1.994, -1.049], [3.929, -0.753, 0.232], [3.495, -0.263, -1.426], [2.227, -3.515, 0.182], [0.568, -3.193, 0.756], [1.962, -2.630, 1.712], [1.552, -2.592, -2.251], [0.826, -0.986, -2.563], [-0.111, -2.235, -1.689], [-0.609, 2.565, -6.322], [-1.352, 3.222, -4.821], [-2.252, 2.062, -5.827], [-0.257, -0.456, -6.405], [-1.804, -0.812, -5.554], [-0.248, -1.385, -4.869], [1.719, 1.263, -5.132], [1.629, 0.616, -3.483], [1.302, 2.333, -3.779], [1.006, 3.191, 0.306], [2.239, 2.760, -0.222], [3.245, 2.318, 0.643], [3.045, 2.366, 2.036], [1.937, 3.062, 2.550], [0.888, 3.439, 1.694], [-2.840, 0.833, -1.872], [-1.436, 0.871, -3.252], [2.370, 2.721, -1.307], [4.124, 1.828, 0.230], [3.779, 1.904, 2.713], [1.856, 3.245, 3.625], [-0.048, 3.835, 2.107], [0.998, -1.878, 5.878], [0.923, -0.779, 4.927], [1.604, 0.491, 5.220], [0.266, -0.936, 3.792], [-0.443, -2.212, 3.501], [0.225, 0.058, 2.974], [1.521, -1.530, 6.766], [1.536, -2.751, 5.473], [-0.003, -2.227, 6.184], [2.464, 0.617, 4.527], [0.893, 1.324, 5.089], [1.949, 0.414, 6.264], [-1.177, -2.409, 4.295], [-0.960, -2.147, 2.539], [0.272, -3.046, 3.480]],
  "atomic_forces_ev_per_a": [[-0.300, -3.817, 1.184], [-0.388, 0.745, -1.448], [0.780, -1.045, -0.584], [-0.081, 0.035, 0.705], [0.157, -0.393, 0.052], [-1.357, 2.780, -2.240], [0.470, -0.764, 1.007], [-0.638, 0.879, 0.448], [0.024, 0.303, 0.706], [0.000, 0.114, -0.015], [-0.311, 0.137, 0.344], [0.089, 0.016, -0.046], [-0.079, -0.037, 0.210], [-0.180, 0.179, -0.176], [-0.182, 0.219, -0.133], [0.122, -0.026, -0.054], [0.274, 0.052, 0.081], [0.013, 0.035, 0.805], [-0.011, -0.033, -0.756], [-0.106, 0.033, -0.411], [-0.316, 0.122, -0.288], [0.140, -0.184, -0.265], [-0.141, 0.027, 0.050], [-0.228, 0.013, 0.220], [0.199, -0.241, -0.128], [0.135, -0.478, 0.087], [-0.108, -0.042, 0.083], [0.310, -0.042, 0.156], [-0.016, 0.294, 0.103], [-0.053, -0.146, -0.235], [0.013, -0.181, 0.158], [-0.153, 0.151, 0.135], [0.241, 0.106, -0.002], [-0.009, -0.088, -0.225], [-0.198, 0.239, 0.188], [-0.054, -0.327, 0.263], [0.339, 0.209, -0.076], [-0.130, -0.032, 0.145], [0.071, -0.225, -0.219], [0.140, 0.095, 0.024], [-0.187, -0.108, 0.263], [0.264, 0.042, -0.027], [-0.166, 0.248, -0.191], [-0.216, 0.021, 0.208], [-0.320, 0.134, -0.305], [-0.249, -0.231, -0.207], [-0.091, -0.017, -0.308], [0.483, 0.461, 0.322], [0.090, -0.018, -0.085], [0.722, 0.390, 0.248], [0.004, 0.711, 0.228], [0.520, 0.948, -0.005], [-0.365, -0.775, 0.768], [1.038, -0.124, -1.021], [-0.113, -0.252, 0.378], [-0.002, 0.227, 0.150], [-0.273, 0.455, -0.359], [0.001, -0.142, -0.369], [0.305, -0.238, -0.219], [-0.072, -0.823, 0.598], [-0.392, -0.204, -0.819], [0.004, -0.153, 0.021], [0.297, 0.941, 0.667], [-0.140, -0.142, -0.067], [0.148, -0.791, 0.149], [-0.054, -0.115, -0.058], [-0.091, 0.443, 0.071], [0.357, 0.298, -0.110], [-0.403, -0.017, 0.522], [0.385, -0.334, 0.195], [-0.052, 0.380, -0.608], [0.176, -0.053, -0.232], [0.162, 0.026, 0.268], [-0.247, 0.130, 0.083]],
  "homo_energy_ev": [-15.317, -15.326],
  "orbital_gap_ev": [6.43, 6.48],
  "charge": 3,
  "de_lowest_kcal_mol": 27.7,
  "spin_multiplicity": 3,
  "total_energy_ev": -94269.0447
}

Entry 2:
{
  "formula": "C21H47NO2PdSSi2",
  "method": "wB97M-V/def2-TZVPD",
  "symbols": ["O", "O", "C", "C", "H", "H", "H", "H", "H", "C", "C", "H", "H", "H", "H", "H", "C", "C", "C", "H", "H", "H", "H", "H", "C", "H", "H", "H", "H", "H", "H", "Pd", "C", "Si", "H", "H", "C", "C", "C", "C", "Si", "H", "H", "C", "C", "C", "H", "H", "H", "H", "H", "H", "H", "H", "H", "H", "H", "H", "H", "H", "H", "H", "H", "H", "S", "C", "C", "C", "C", "C", "N", "H", "H", "H", "H"],
  "coordinates": [[-1.930, -2.351, -2.793], [-1.985, -4.701, -2.682], [-3.131, -1.678, -2.338], [-3.536, -0.552, -3.255], [-2.901, -1.353, -1.313], [-3.912, -2.459, -2.304], [-2.897, 0.327, -3.123], [-4.550, -0.243, -2.998], [-3.548, -0.847, -4.321], [-0.824, -1.492, -3.319], [-0.241, -2.338, -4.417], [-0.135, -1.289, -2.481], [-1.213, -0.555, -3.697], [-0.041, -3.342, -4.043], [0.704, -1.966, -4.830], [-0.968, -2.398, -5.246], [-0.896, -5.427, -2.067], [-3.144, -5.544, -3.044], [0.467, -5.118, -2.643], [-1.122, -6.495, -2.260], [-0.935, -5.286, -0.982], [0.526, -5.258, -3.737], [1.140, -5.842, -2.162], [0.836, -4.120, -2.390], [-3.091, -5.778, -4.530], [-4.036, -5.017, -2.653], [-3.022, -6.469, -2.451], [-2.904, -4.858, -5.087], [-4.049, -6.151, -4.874], [-2.283, -6.478, -4.774], [-1.961, -3.631, -2.996], [-1.046, -0.767, 1.931], [-0.912, -2.538, 1.287], [-2.403, -3.543, 1.976], [0.105, -2.997, 1.341], [-1.099, -2.497, 0.166], [-3.897, -3.003, 0.932], [-2.482, -3.328, 3.816], [-2.029, -5.325, 1.482], [-2.866, 0.230, 1.979], [-2.181, 1.315, 3.348], [-3.630, -0.493, 2.246], [-3.036, 0.672, 0.987], [-2.867, 0.596, 4.937], [-2.887, 2.997, 2.907], [-0.325, 1.551, 3.586], [-2.396, -6.087, 2.204], [-0.943, -5.474, 1.392], [-2.455, -5.591, 0.496], [-4.003, -1.917, 0.850], [-4.877, -3.400, 1.285], [-3.785, -3.374, -0.104], [-2.025, -2.347, 4.028], [-1.911, -4.113, 4.340], [-3.496, -3.343, 4.241], [-3.825, 2.859, 2.358], [-2.202, 3.559, 2.263], [-3.092, 3.593, 3.803], [0.162, 2.054, 2.742], [0.241, 0.619, 3.754], [-0.152, 2.144, 4.494], [-3.251, 1.400, 5.577], [-2.116, 0.039, 5.510], [-3.698, -0.085, 4.726], [1.510, -0.888, 2.231], [1.457, 0.188, 0.927], [2.533, 0.927, 0.392], [2.258, 2.047, -0.378], [0.939, 2.267, -0.788], [-0.066, 1.372, -0.405], [0.190, 0.384, 0.465], [3.524, 0.580, 0.646], [3.064, 2.736, -0.641], [0.671, 3.155, -1.356], [-1.101, 1.501, -0.744]],
  "atomic_forces_ev_per_a": [[0.542, 1.020, -1.003], [-0.801, -1.183, -0.274], [0.150, -0.278, 0.430], [-0.292, 0.304, -0.226], [-0.374, 0.083, -0.225], [0.381, 0.311, 0.061], [-0.186, -0.144, -0.090], [0.015, 0.001, 0.040], [0.088, 0.038, 0.480], [-0.046, -1.018, 0.681], [0.159, -0.078, -0.709], [-0.320, -0.134, -0.271], [-0.124, -0.048, 0.075], [-0.076, 0.302, -0.262], [-0.227, 0.165, 0.225], [0.310, -0.065, 0.269], [0.616, -0.844, 0.151], [0.125, 0.493, 0.601], [0.258, -0.138, 0.080], [0.177, 0.600, 0.087], [-0.005, 0.283, -0.245], [-0.112, -0.087, 0.506], [-0.022, 0.227, -0.204], [-0.129, -0.167, 0.078], [-0.027, -0.068, -0.092], [0.419, -0.210, -0.466], [-0.251, 0.524, -0.396], [-0.022, 0.109, 0.178], [-0.052, -0.324, -0.108], [-0.277, 0.049, -0.023], [0.268, 0.528, 1.000], [0.109, 2.441, 0.949], [-0.253, -4.412, -2.511], [1.633, 0.814, -1.536], [-0.802, 0.014, 0.339], [0.017, -0.078, 0.592], [-0.840, -0.307, -0.004], [-0.347, -0.013, 0.640], [-0.273, -1.162, 0.140], [0.495, 0.378, -0.111], [-0.738, -0.202, -0.822], [-0.191, 0.134, 0.160], [-0.146, 0.043, 0.289], [-0.170, 0.058, 0.436], [-0.147, 0.474, 0.295], [0.402, -0.131, 0.367], [0.116, 0.327, -0.378], [-0.195, 0.131, 0.179], [-0.029, 0.165, 0.374], [0.121, -0.150, 0.189], [0.554, 0.187, -0.091], [0.159, -0.052, 0.408], [-0.184, -0.337, 0.128], [-0.047, 0.307, -0.228], [0.185, 0.059, -0.103], [0.112, 0.044, 0.163], [-0.039, -0.038, 0.099], [0.040, 0.165, -0.124], [-0.119, 0.010, 0.125], [-0.377, 0.409, -0.074], [-0.142, 0.232, -0.093], [0.065, -0.153, 0.031], [-0.058, 0.109, -0.089], [0.077, 0.105, 0.019], [1.366, -0.539, 0.461], [-0.732, 0.052, -0.260], [-0.243, 0.162, -0.206], [0.194, -0.703, 0.239], [-0.764, 0.226, -0.126], [0.958, 0.366, 0.301], [-0.208, 0.764, -0.754], [0.138, 0.399, 0.162], [-0.282, -0.229, -0.109], [0.085, -0.217, -0.029], [0.330, -0.101, 0.216]],
  "homo_energy_ev": [-4.198, -6.071],
  "orbital_gap_ev": [4.00, 5.87],
  "spin_multiplicity": 3,
  "total_energy_ev": -58189.6890
}

Entry 3:
{
  "formula": "C21H47NO6",
  "method": "wB97M-V/def2-TZVPD",
  "symbols": ["C", "C", "C", "O", "N", "C", "C", "O", "C", "C", "C", "C", "C", "C", "C", "C", "C", "O", "C", "H", "H", "H", "H", "H", "H", "H", "H", "H", "H", "H", "H", "H", "H", "H", "H", "H", "H", "H", "H", "H", "H", "H", "H", "H", "H", "H", "H", "H", "H", "H", "H", "H", "C", "O", "C", "C", "O", "C", "C", "O", "C", "H", "H", "H", "H", "H", "H", "H", "H", "H", "H", "H", "H", "H", "H"],
  "coordinates": [[-4.035, -1.955, -0.246], [-4.045, -0.323, -0.088], [-2.995, 0.478, -1.059], [-2.151, -0.376, -1.908], [-1.080, -0.856, -1.253], [0.041, 0.153, -1.130], [0.387, 0.267, 0.488], [1.592, 1.064, 0.782], [1.504, 1.667, 2.136], [1.150, 0.587, 3.325], [-0.405, 0.654, 3.858], [-0.882, -0.879, 4.310], [-1.555, -1.723, 3.069], [-2.691, -2.740, 3.689], [-2.970, -4.071, 2.760], [-2.600, -5.495, 3.548], [-0.961, -5.740, 3.667], [-0.207, -4.895, 2.714], [1.212, -4.781, 3.085], [-4.979, -2.453, 0.235], [-3.103, -2.343, 0.389], [-3.815, -2.316, -1.355], [-3.843, -0.038, 1.052], [-5.149, 0.057, -0.312], [-2.416, 1.253, -0.399], [-3.664, 1.127, -1.805], [-1.324, -1.309, -0.345], [-0.210, 1.187, -1.627], [1.002, -0.288, -1.649], [-0.560, 0.665, 1.060], [0.600, -0.842, 0.871], [2.543, 2.209, 2.332], [0.654, 2.478, 2.087], [1.390, -0.530, 3.053], [1.838, 0.849, 4.259], [-0.385, 1.279, 4.875], [-1.152, 1.152, 3.102], [0.078, -1.456, 4.659], [-1.611, -0.803, 5.249], [-2.070, -0.978, 2.320], [-0.738, -2.350, 2.491], [-3.723, -2.145, 3.770], [-2.423, -3.028, 4.814], [-2.480, -4.027, 1.690], [-4.141, -4.119, 2.576], [-3.132, -5.558, 4.613], [-2.999, -6.381, 2.861], [-0.616, -5.559, 4.788], [-0.695, -6.866, 3.381], [1.866, -5.290, 2.227], [1.495, -3.632, 3.119], [1.506, -5.295, 4.095], [0.950, 3.425, -6.828], [2.083, 3.242, -5.996], [3.143, 4.146, -6.311], [3.978, 4.449, -5.064], [3.350, 5.382, -4.175], [2.232, 4.880, -3.428], [2.632, 3.879, -2.342], [2.857, 2.589, -2.917], [3.703, 1.782, -2.116], [1.201, 3.210, -7.870], [0.168, 2.736, -6.499], [0.566, 4.447, -6.732], [2.749, 5.082, -6.721], [3.772, 3.659, -7.064], [4.904, 4.937, -5.390], [4.274, 3.540, -4.536], [1.463, 4.483, -4.092], [1.800, 5.758, -2.933], [1.817, 3.777, -1.617], [3.531, 4.234, -1.829], [4.674, 2.265, -1.976], [3.864, 0.835, -2.638], [3.235, 1.581, -1.148]],
  "atomic_forces_ev_per_a": [[1.477, -0.086, 0.494], [-0.825, -0.245, 0.477], [-1.802, 1.280, -0.184], [-2.730, 1.794, 0.598], [2.884, -0.303, 1.227], [1.358, -0.050, 1.184], [-0.162, -0.783, -0.336], [-1.675, -0.156, 1.212], [-0.034, 0.042, 0.063], [0.121, 0.397, 0.653], [0.511, -0.648, 1.464], [0.110, 0.561, -0.375], [-0.241, -0.206, 0.756], [-0.435, 0.289, -0.235], [-1.036, -0.526, 0.730], [0.444, -0.123, -1.313], [-0.208, -0.800, 0.426], [0.507, -0.686, 2.227], [0.989, 0.141, -0.853], [1.745, 1.051, -1.141], [-2.025, 0.673, -1.345], [-0.819, 0.904, 2.369], [-0.380, -0.703, -2.449], [2.399, -0.696, 0.377], [-0.578, -1.605, -1.380], [1.631, -1.508, 1.442], [0.077, 0.738, -0.863], [0.281, -2.106, 1.082], [-1.895, 1.017, 0.907], [1.799, -0.578, -1.097], [-0.640, 2.204, -0.787], [-2.250, -1.299, -0.527], [1.565, -1.413, 0.288], [-0.300, 2.299, 0.144], [-1.415, -0.594, -2.017], [-0.235, -1.081, -2.394], [1.468, -1.036, 1.457], [-1.821, 1.082, -0.494], [1.401, -0.221, -2.187], [0.984, -1.439, 1.373], [-1.664, 1.270, 1.195], [2.280, -1.159, -0.148], [-0.368, 0.420, -2.517], [-0.711, -0.087, 2.391], [2.399, 0.040, 0.309], [1.284, 0.219, -2.368], [0.649, 1.919, 1.600], [-0.568, -0.174, -2.359], [-0.712, 2.251, 0.812], [-1.385, 1.095, 1.850], [-0.581, -2.340, 0.028], [-0.826, 1.001, -1.808], [0.227, -0.187, 0.325], [-0.194, 0.379, -0.070], [0.023, -0.519, 0.507], [-0.161, 0.321, -0.169], [-0.172, -0.447, -0.067], [0.397, 0.167, 0.283], [-0.394, -0.421, -0.646], [0.263, 0.265, 0.036], [-0.279, -0.009, -0.096], [-0.098, 0.081, -0.137], [0.210, 0.022, -0.017], [0.000, 0.047, -0.144], [0.000, 0.018, 0.050], [0.160, 0.174, -0.093], [-0.169, 0.080, 0.004], [-0.260, -0.087, -0.115], [0.103, -0.265, 0.063], [0.187, -0.061, -0.031], [0.017, 0.198, 0.154], [0.037, 0.060, 0.001], [0.060, 0.026, 0.114], [-0.117, 0.143, -0.001], [0.120, -0.021, 0.090]],
  "smiles": "CCCONCCOCCCCCCCCCOC.COCCOCCOC",
  "homo_energy_ev": -8.611,
  "orbital_gap_ev": 9.43,
  "total_energy_ev": -36302.6456
}